(1)
Formula: C4H8N2OS
Source: the OMol25 dataset
Level of theory: ωB97M-V/def2-TZVPD

Its relative energy (zero: lowest compared OMol25 entry of this formula, charge and spin) is 257.4 kJ/mol. As for the SMILES: CCC(/C=N\O)=N/S. As for the multiplicity: 1. The largest force on an atom is 1.3 eV/Å. The orbital gap is 9.2938 eV. Its total energy is -740.0640 hartree. For the LUMO energy, the calculation gives 0.3796 eV. For the HOMO energy, the calculation gives -8.914 eV.

Bonds (Å) are listed after each position.
Geometry (Å):
1 C 0.16 -1.19 0.48  N2 1.273, C9 1.482, H12 1.083
2 N 1.16 -1.89 0.11  C1 1.273, O14 1.389
3 H 1.90 0.66 1.20  C15 1.100
4 H -3.41 0.72 -0.29  S16 1.312
5 H 0.68 1.94 1.49  C15 1.114
6 H 1.94 1.28 -1.26  C10 1.100
7 H 0.75 2.53 -0.94  C10 1.065
8 N -1.18 0.80 0.14  C9 1.282, S16 1.712
9 C -0.05 0.27 0.41  C1 1.482, N8 1.282, C15 1.524
10 C 1.57 2.00 -0.52  H6 1.100, H7 1.065, H11 1.096, C15 1.542
11 H 2.36 2.70 -0.22  C10 1.096
12 H -0.62 -1.79 0.93  C1 1.083
13 H 2.81 -1.78 -0.74  O14 0.954
14 O 2.14 -1.13 -0.52  N2 1.389, H13 0.954
15 C 1.09 1.24 0.73  H3 1.100, H5 1.114, C9 1.524, C10 1.542
16 S -2.50 -0.22 -0.27  H4 1.312, N8 1.712

(2)
Formula: C7H13O
Source: the OMol25 dataset
Level of theory: ωB97M-V/def2-TZVPD

Its relative energy (zero: lowest compared OMol25 entry of this formula, charge and spin) is 0.0 kJ/mol. As for the multiplicity: 2. The largest force on an atom is 1.7 eV/Å. The orbital gap (alpha / beta) is 8.4052 / 9.8954 eV. Its total energy is -349.6709 hartree. For the LUMO energy (alpha / beta), the calculation gives 1.0920 / -0.0973 eV. For the HOMO energy (alpha / beta), the calculation gives -7.313 / -9.993 eV.

Bonds (Å) are listed after each position.
Geometry (Å):
1 C 1.22 -0.04 -0.99  H4 1.084, C10 1.551, H14 1.098, C20 1.495
2 H -1.31 0.98 -0.96  C16 1.091
3 H 0.79 -2.04 -1.69  C10 1.080
4 H 2.14 0.52 -0.81  C1 1.084
5 C 1.67 -2.42 0.14  H6 1.099, C10 1.575, O15 1.406, H17 1.094
6 H 2.34 -2.05 0.93  C5 1.099
7 C -2.69 2.54 0.74  H11 1.094, H12 1.098, H13 1.096, C19 1.499
8 H -0.09 -1.82 0.77  O15 0.955
9 H -1.11 1.68 2.08  C19 1.071
10 C 1.59 -1.53 -1.16  C1 1.551, H3 1.080, C5 1.575, H18 1.101
11 H -3.23 2.98 1.58  C7 1.094
12 H -2.44 3.35 0.04  C7 1.098
13 H -3.39 1.97 0.12  C7 1.096
14 H 0.86 0.31 -1.96  C1 1.098
15 O 0.37 -2.64 0.61  C5 1.406, H8 0.955
16 C -0.90 0.99 0.05  H2 1.091, C19 1.381, C20 1.382
17 H 2.14 -3.35 -0.18  C5 1.094
18 H 2.56 -1.63 -1.67  C10 1.101
19 C -1.49 1.70 1.08  C7 1.499, H9 1.071, C16 1.381
20 C 0.28 0.26 0.13  C1 1.495, C16 1.382, H21 1.094
21 H 0.69 0.23 1.15  C20 1.094

- Look up the relative energy (zero: lowest compared OMol25 entry of this formula, charge and spin) of the second one.
  0.0 kJ/mol

- Which value of multiplicity does entry 2 give?
  2

- What is the multiplicity in the first record?
  1

- Which formula does entry 2 have?
  C7H13O